ORCA calculation (wB97M-V/def2-TZVPD) on C14H16Cl3N3O6Pd as an isolated structure in a non-equilibrium geometry.

Cartesian coordinates (Å):
1 Pd -0.687 0.149 -0.020
2 Cl -3.239 -4.807 0.216
3 C -1.549 -4.362 0.138
4 C -0.612 -5.341 0.402
5 C 0.728 -5.022 0.385
6 Cl 1.885 -6.299 0.715
7 C 1.183 -3.724 0.099
8 C 2.530 -3.296 0.153
9 C 2.842 -2.000 -0.190
10 C 1.832 -1.167 -0.669
11 N 0.558 -1.535 -0.703
12 C 0.209 -2.752 -0.252
13 C -1.231 -3.002 -0.134
14 O -2.076 -2.091 -0.227
15 H -0.938 -6.340 0.656
16 H 3.300 -3.986 0.474
17 H 3.866 -1.643 -0.130
18 H 2.052 -0.174 -1.047
19 C 1.384 -0.988 5.231
20 N 1.356 0.133 4.317
21 C 2.676 0.612 3.965
22 C 0.460 0.072 3.210
23 O 0.875 0.196 2.083
24 N -0.841 -0.132 3.562
25 C -1.368 0.330 4.823
26 C -1.851 -0.274 2.527
27 H 2.201 -1.678 4.982
28 H 0.453 -1.544 5.178
29 H 1.538 -0.631 6.255
30 H 3.100 1.168 4.809
31 H 2.584 1.261 3.098
32 H 3.355 -0.209 3.698
33 H -0.573 0.566 5.525
34 H -2.018 -0.436 5.256
35 H -1.964 1.234 4.658
36 H -1.354 -0.401 1.523
37 H -2.485 0.618 2.467
38 H -2.465 -1.155 2.724
39 O -1.443 2.391 0.728
40 Cl -0.925 2.527 -0.608
41 O -1.706 1.808 -1.564
42 O -1.073 3.936 -0.942
43 O 0.476 2.250 -0.699

Atoms 1-6, force components in eV/Å:
0.3 -2.0 -0.5
-0.2 0.0 0.0
-0.1 -0.1 0.0
0.4 0.2 0.0
-0.2 -0.5 0.2
0.2 -0.2 0.1

Its frontier orbital gap is 3.91 eV. As for the charge: -2. For the LUMO energy, the calculation gives 4.56 eV. As for the electronic energy: -72571.9613 eV.

Atomic partial charges in e from the Löwdin method, atoms 1 to 5: atom 1 (Pd): 0.37, atom 2 (Cl): 0.58, atom 3 (C): -0.62, atom 4 (C): -0.19, atom 5 (C): -0.65